(1)
This record from the Open Molecules 2025 dataset describes the molecule C4H8N4O2. The level of theory is ωB97M-V/def2-TZVPD.

CARTESIAN COORDINATES (ANGSTROEM)
1 C 0.7144 1.8380 -0.2936
2 C -0.1748 0.2075 -1.8958
3 C 0.3498 1.1866 0.9397
4 C -0.8935 -1.4118 -0.0461
5 N 0.4864 1.4038 -1.4832
6 N 0.0001 -0.8848 -0.9510
7 N -0.5688 -2.4800 0.5972
8 N 1.0771 1.5520 1.9935
9 O 0.6649 0.9519 3.1592
10 O 1.9962 2.3180 2.0499
11 H 1.2990 2.6908 0.0157
12 H -1.3426 0.4606 -1.8887
13 H 0.2787 0.1083 -2.8971
14 H -0.4535 0.5367 1.1942
15 H -1.7750 -0.8207 0.1155
16 H 0.7759 -1.3818 -1.1046
17 H 0.9156 1.2688 3.9776
18 H -1.3105 -2.7934 1.2394

Output
- Relative energy (zero: lowest compared OMol25 entry of this formula, charge and spin): 527.17 kJ/mol
- Frontier orbital gap: 8.850 eV
- Charge: 0
- Molecular weight: 144.1 g/mol
- SMILES: [H]/N=C/NC/N=C\C=[N+](/[O-])O

=====

(2)
This record from the Open Molecules 2025 dataset describes the molecule H4N2O2Si. The level of theory is ωB97M-V/def2-TZVPD.

CARTESIAN COORDINATES (ANGSTROEM)
1 N -1.1775 -0.3525 -0.6897
2 N 1.2718 -0.0957 0.1471
3 O 1.7956 -1.1910 0.2485
4 O 1.7153 0.8226 -0.5941
5 Si -0.4240 0.2172 0.7960
6 H -0.5141 -0.8087 -1.3210
7 H -1.4660 0.5036 -1.1696
8 H -0.7879 -0.8928 1.6151
9 H -0.4132 1.7972 0.9678

Output
- Relative energy (zero: lowest compared OMol25 entry of this formula, charge and spin): 70.64 kJ/mol
- Frontier orbital gap: 10.362 eV
- Charge: 0
- Molecular weight: 92.1 g/mol
- SMILES: N[SiH2][N+](=O)[O-]

=====

(3)
This record from the Open Molecules 2025 dataset describes a structure of composition C12H13BN10OPdS. The level of theory is ωB97M-V/def2-TZVPD.

CARTESIAN COORDINATES (ANGSTROEM)
1 Pd -0.6019 -0.2197 0.2907
2 N 1.4796 -2.9294 -2.9199
3 C 1.3497 -1.5975 -2.9144
4 N 1.3714 -1.1479 -1.6839
5 C 1.5039 -2.2890 -0.9555
6 N 1.5681 -3.3982 -1.6641
7 C 1.5852 -2.2950 0.5066
8 C 2.4035 -3.1831 1.1982
9 N 2.5071 -3.1717 2.5182
10 C 1.7958 -2.2547 3.1670
11 C 0.9662 -1.3659 2.5065
12 N 0.8535 -1.3975 1.1793
13 H 1.4207 -3.5643 -3.6970
14 H 1.2304 -1.0142 -3.8119
15 H 2.9836 -3.9139 0.6498
16 H 1.8733 -2.2201 4.2459
17 H 0.3722 -0.6328 3.0348
18 B -1.6342 2.5650 1.3944
19 N -0.1093 2.5774 1.0601
20 C 0.7907 3.5633 1.0989
21 C 2.0176 3.0630 0.6918
22 C 1.7681 1.7262 0.3966
23 N 0.4842 1.4529 0.6310
24 N -2.3481 2.0910 0.0898
25 C -3.2797 2.7044 -0.6456
26 C -3.6052 1.8958 -1.7222
27 C -2.8004 0.7714 -1.5723
28 N -2.0545 0.9070 -0.4760
29 H -1.9884 3.6876 1.6325
30 H -1.8378 1.7758 2.2837
31 H 0.4939 4.5486 1.4149
32 H 2.9495 3.5936 0.6124
33 H 2.4175 0.9592 0.0080
34 H -3.6437 3.6714 -0.3441
35 H -4.3186 2.0927 -2.5021
36 H -2.6990 -0.1076 -2.1873
37 O -1.5668 -2.3436 -2.4670
38 S -2.0019 -2.7194 -1.1158
39 N -1.6962 -1.8812 0.0681

Output
- Relative energy (zero: lowest compared OMol25 entry of this formula, charge and spin): 0.00 kJ/mol
- Frontier orbital gap: 8.370 eV
- Charge: 0
- Molecular weight: 462.6 g/mol

=====

(4)
This record from the Open Molecules 2025 dataset describes a cluster of 3 separate species, C2H10O3 in total. The level of theory is ωB97M-V/def2-TZVPD.

CARTESIAN COORDINATES (ANGSTROEM)
1 C -0.7992 2.6870 0.1575
2 O 0.4965 2.7454 0.8175
3 C -1.9873 2.1099 0.9460
4 H -1.0448 3.7767 0.0332
5 H -0.6584 2.3825 -0.8432
6 H 0.7043 1.8135 0.8717
7 H -2.0542 1.0626 0.7063
8 H -1.8139 2.1735 2.0585
9 H -2.8898 2.7180 0.8541
10 H 3.4589 -3.6384 0.2498
11 H 4.2594 -4.8323 -0.4428
12 O 4.0531 -4.4339 0.4360
13 H -0.3525 -2.2057 -2.3006
14 H -0.3719 -3.5290 -1.6224
15 O -1.0003 -2.8297 -1.9216

Output
- Relative energy (zero: lowest compared OMol25 entry of this formula, charge and spin): 89.79 kJ/mol
- Frontier orbital gap: 10.683 eV
- Charge: 0
- Molecular weight: 82.1 g/mol
- SMILES: CCO.O.O

=====

(5)
This record from the Open Molecules 2025 dataset describes a structure of composition C16H19ClMnO10P2S. The level of theory is ωB97M-V/def2-TZVPD.

CARTESIAN COORDINATES (ANGSTROEM)
1 Mn 1.6021 -1.0978 0.4773
2 C 1.4173 2.5359 4.3874
3 C 1.3657 1.6071 3.1717
4 O 0.2378 2.0926 2.4388
5 P 1.2355 -0.2042 3.6394
6 O 0.0053 -0.2096 4.6218
7 O 2.4194 -0.3486 4.6477
8 O 1.0869 -1.2105 2.4855
9 P 2.8313 1.8261 2.0107
10 O 3.9011 1.0803 3.1210
11 O 3.3400 3.1960 1.6842
12 O 2.6080 0.7694 0.9572
13 H 1.6298 3.5713 4.1160
14 H 2.1569 2.2957 5.1732
15 H 0.4524 2.3871 4.9385
16 H 0.3121 1.7700 1.5212
17 H -0.8208 -0.6355 4.3334
18 H 3.1789 0.1630 4.2041
19 H 4.7778 1.2014 2.6899
20 O -0.0916 -0.1720 -0.4439
21 S -1.4842 -0.6420 -0.6856
22 C -2.4335 0.8527 -0.6885
23 C -2.3312 1.4903 0.5302
24 C -3.1990 2.5895 0.8452
25 C -4.2077 2.9097 -0.0460
26 C -4.1862 2.3007 -1.2848
27 C -3.3236 1.2328 -1.6657
28 C -1.4164 -1.0694 -2.4517
29 C -0.5630 -0.4188 -3.3275
30 C -0.4062 -0.8339 -4.6050
31 C -1.0984 -1.9952 -5.0210
32 C -1.8071 -2.7971 -4.0980
33 C -2.0400 -2.2734 -2.7831
34 H -1.6134 1.2386 1.3363
35 H -3.0341 2.9685 1.8506
36 H -5.0086 3.5954 0.1906
37 H -5.0218 2.5023 -1.9646
38 H -3.3368 0.7654 -2.6241
39 H 0.0514 0.4393 -2.9933
40 H 0.2261 -0.3820 -5.2993
41 H -1.0730 -2.4342 -6.0233
42 H -2.1832 -3.7832 -4.3437
43 H -2.7779 -2.7782 -2.0405
44 Cl 1.6605 -4.9489 -2.6681
45 C 2.9402 -3.8572 -2.2830
46 C 2.4312 -2.7706 -1.2779
47 O 1.9126 -3.1680 -0.1657
48 O 2.5081 -1.5413 -1.6095
49 H 3.4218 -3.3530 -3.1682
50 H 3.7470 -4.4562 -1.8099

Output
- Relative energy (zero: lowest compared OMol25 entry of this formula, charge and spin): 209.97 kJ/mol
- Frontier orbital gap (spin up / spin down): 4.160 / 8.226 eV
- Charge: +1
- Molecular weight: 555.7 g/mol
- Multiplicity: 5